No. 1
The following is a quantum chemistry calculation of a structure of composition C18H62LiN2O12 at a distorted geometry, from the OMol25 dataset.

```
95
Properties=species:S:1:pos:R:3:lowdin_charge:R:1
Li 1.38642 0.56970 -0.31547 0.6173
C 2.98465 -1.00285 -4.89221 -0.0507
C 1.79899 -2.00004 -4.88471 -0.3122
O 1.47700 -2.24712 -3.57367 -0.0972
H 3.31004 -0.71961 -5.89320 0.0825
H 3.73270 -1.49960 -4.27434 0.0838
H 2.67169 -0.04750 -4.47096 0.0552
H 1.92106 -2.91836 -5.45908 0.1206
H 0.95885 -1.47310 -5.33704 0.1104
H 0.82501 -2.94937 -3.51576 0.1075
C 2.23334 2.49109 5.65230 -0.0757
C 1.51963 1.54585 4.61634 -0.2564
O 2.38836 1.54767 3.48238 -0.1225
H 2.59863 3.43878 5.25666 0.0724
H 3.08938 1.98421 6.09770 0.0689
H 1.48494 2.66650 6.42510 0.0690
H 0.54263 1.96933 4.38348 0.1049
H 1.30031 0.56118 5.02916 0.1108
H 3.29261 1.29763 3.68588 0.0913
C 0.59525 -3.39488 -0.64609 -0.0633
C 0.54823 -3.45551 0.89550 -0.3390
O 1.79336 -3.80875 1.37266 -0.0602
H 0.78313 -4.38464 -1.06225 0.0794
H 1.30090 -2.64050 -0.99404 0.0597
H -0.40061 -3.18413 -1.03589 0.0592
H -0.34415 -3.99834 1.20712 0.1075
H 0.45825 -2.45190 1.31116 0.0977
H 1.83184 -4.75061 1.19096 0.1019
C -4.29579 -1.22074 -2.20130 -0.0642
C -4.11089 0.18819 -1.66727 -0.2705
O -3.65404 -0.01497 -0.30337 -0.1453
H -5.04651 -1.69997 -1.57293 0.0803
H -3.31458 -1.67807 -2.07406 0.0670
H -4.53500 -1.16041 -3.26302 0.0814
H -5.06919 0.69814 -1.56872 0.1143
H -3.43021 0.85628 -2.19492 0.1116
H -3.42960 0.88491 -0.05548 0.0233
C 4.50716 -1.63593 0.16469 -0.0503
C 3.72784 -0.75211 1.17016 -0.2914
O 2.34404 -0.87448 0.92897 -0.1256
H 4.19924 -2.65866 0.38221 0.0764
H 5.54358 -1.31328 0.06557 0.0799
H 4.15063 -1.44670 -0.84782 0.0616
H 3.96749 0.30990 1.11731 0.1041
H 3.99605 -1.11817 2.16120 0.1149
H 2.13422 -1.80746 1.01337 0.0317
O 0.51655 4.88338 -2.50047 -0.0247
H 1.44871 4.98500 -2.30812 0.0267
H 0.25873 5.72009 -2.88734 0.0600
O -0.64822 0.11300 -0.22630 -0.0795
H -0.99385 0.99840 -0.11296 0.0061
H -1.41765 -0.42177 -0.42181 0.0173
O 1.41185 0.06381 -2.32387 -0.0942
H 1.63827 -0.75445 -2.76591 -0.0157
H 0.94762 0.57443 -2.98718 0.0067
O 0.28072 2.17096 -4.01200 -0.0327
H 0.25170 3.11375 -3.84907 0.0116
H -0.56865 1.96897 -4.40443 0.0506
O -2.77922 2.62021 0.33206 -0.0169
H -3.06238 2.75975 1.23571 0.0702
H -2.59816 3.49909 -0.00113 0.0586
C 0.71053 4.45095 0.86110 -0.0299
C 1.23371 3.21267 0.05579 -0.3901
C 2.63097 3.39591 -0.52429 -0.2035
O 2.91942 2.12305 -1.07383 -0.2562
C 3.99845 2.13937 -2.04744 -0.0394
N 1.10183 2.07021 0.99950 0.0145
H 1.12218 5.33540 0.37490 0.0743
H 1.18952 4.44099 1.84017 0.0878
H -0.37866 4.42711 0.82658 0.0697
H 0.64491 3.12921 -0.85770 0.1153
H 3.41499 3.53334 0.22038 0.1337
H 2.82616 4.27388 -1.14007 0.1153
H 4.37044 1.12009 -2.15140 0.0874
H 4.84741 2.54164 -1.49469 0.0899
H 3.70293 2.66678 -2.95441 0.1010
H 1.88397 1.92893 1.62271 0.0529
H 0.31067 2.45533 1.49534 0.0703
C -2.96348 -1.46993 2.87543 -0.0426
C -3.26646 -2.69330 1.97642 -0.3975
C -4.77676 -2.76104 1.66423 -0.2209
O -5.51996 -2.62371 2.87125 -0.1878
C -6.92738 -3.03024 2.82096 -0.0698
N -2.53649 -2.51131 0.73844 0.0509
H -3.30472 -1.48699 3.91050 0.0752
H -3.22211 -0.52095 2.40572 0.0708
H -1.89073 -1.54774 3.05223 0.0663
H -3.01381 -3.64068 2.45258 0.1397
H -4.97278 -3.62479 1.02894 0.1187
H -5.05966 -1.97994 0.95857 0.1019
H -7.08478 -4.10069 2.68883 0.0824
H -7.47812 -2.47680 2.06038 0.0794
H -7.35267 -2.72913 3.77833 0.0830
H -2.98144 -1.73647 0.26754 0.0135
H -2.63133 -3.30699 0.12362 0.0781
```

Output
- Total charge: +1
- LUMO energy: -2.21 eV
- Orbital gap: 8.7568 eV
- E_tot: -47421.1527 eV


No. 2
The following is a quantum chemistry calculation of a cluster of 13 separate species, C18H62N6O13 in total at a distorted geometry, from the OMol25 dataset.

```
99
Properties=species:S:1:pos:R:3:lowdin_charge:R:1
C 4.46528 -0.60788 -1.16219 -0.0400
C 2.91340 -0.90155 -0.96571 -0.2996
O 2.77977 -1.41450 0.31568 -0.1065
H 4.74310 0.34015 -0.66180 0.0736
H 4.77089 -0.44215 -2.17033 0.0292
H 5.10828 -1.49145 -0.97811 0.0900
H 2.62758 -1.76316 -1.61139 0.0869
H 2.17234 -0.13208 -1.17189 0.0898
H 2.45695 -2.30806 0.20713 0.0971
C 1.38766 -0.22329 -4.22574 -0.0853
C 2.86808 -0.45839 -4.22116 -0.3433
O 3.46152 -0.58334 -5.50151 -0.0422
H 1.11582 0.76417 -4.63051 0.0741
H 1.00763 -0.23249 -3.17732 0.0617
H 0.89065 -0.98799 -4.82952 0.0748
H 2.98829 -1.40134 -3.67351 0.0880
H 3.36140 0.23487 -3.61265 0.0714
H 4.40055 -0.62201 -5.36459 0.0727
C -0.80979 -3.46242 3.46507 -0.0884
C -1.07404 -2.11722 4.08229 -0.3662
O -1.58462 -2.31547 5.35884 -0.0690
H -1.72156 -3.90618 3.06347 0.0641
H -0.30076 -4.08622 4.17598 0.0745
H -0.19145 -3.27648 2.58344 0.0668
H -1.77365 -1.65547 3.42818 0.0750
H -0.20964 -1.42374 4.04447 0.1118
H -2.26926 -3.03736 5.31965 0.1118
C -3.00314 -2.44751 0.64537 -0.0772
C -3.94539 -2.53700 -0.49351 -0.3315
O -3.57059 -1.68737 -1.53513 -0.0949
H -2.02579 -2.68275 0.19546 0.0646
H -3.25646 -3.20797 1.41345 0.1007
H -3.08764 -1.47370 0.98170 0.0471
H -4.91180 -2.17803 -0.15521 0.0947
H -4.19667 -3.60858 -0.75859 0.1370
H -4.36358 -1.29202 -1.92253 0.1133
C -0.31197 -0.46743 1.40942 -0.0733
C -0.30088 0.42471 0.18495 -0.2666
O -1.65252 0.87988 -0.04679 -0.0998
H -0.73033 0.17213 2.19235 0.0751
H 0.74050 -0.71169 1.71813 0.0772
H -0.83362 -1.39570 1.28844 0.0234
H 0.10706 -0.08078 -0.66287 0.0706
H 0.45246 1.23477 0.34174 0.0999
H -2.15319 0.20485 -0.46938 0.0322
C -0.12740 -2.67921 -2.10613 -0.6764
O -0.00196 -2.81381 -0.77659 -0.0925
N 0.77087 -3.11260 -2.92533 0.1559
N -1.20827 -2.21760 -2.62213 0.2097
H 1.74090 -3.52885 -2.61343 0.1839
H 0.52545 -3.12504 -3.89456 0.1006
H -1.93196 -2.02246 -1.97745 0.0469
H -1.39122 -2.18172 -3.63012 0.1449
C 1.80238 2.69626 -2.32853 -0.5680
O 0.53672 2.10377 -2.03502 -0.1451
N 1.98942 3.34040 -3.43134 0.1822
N 2.77323 2.79712 -1.48676 0.1936
H 1.25948 3.21633 -4.21115 0.1757
H 2.65309 4.01640 -3.60977 0.0876
H 2.75826 2.41377 -0.53356 0.0919
H 3.75982 2.90955 -1.72211 0.1355
C -1.03388 4.39793 0.90771 -0.6505
O -1.29901 5.59104 1.56683 -0.1608
N -1.78729 3.36886 1.09589 0.1684
N -0.08275 4.18510 0.05258 0.1764
H -2.50009 3.29075 1.82525 0.1285
H -1.58424 2.46806 0.64602 0.0655
H 0.70121 4.81704 -0.09546 0.1212
H 0.08686 3.32924 -0.48084 0.0617
C 2.56163 1.49500 2.23868 -0.1529
O 3.05658 1.18808 0.97958 -0.1446
H 3.42910 1.61242 2.90192 0.0890
H 2.06334 0.66434 2.77958 0.0781
H 1.95832 2.35217 2.26384 0.0510
H 3.02404 0.23171 0.79836 0.0278
C 3.34977 -1.62704 3.87942 -0.1774
O 2.31418 -2.38139 4.43982 -0.0973
H 3.09062 -1.43141 2.82647 0.0582
H 4.28702 -2.19124 3.82105 0.0761
H 3.64878 -0.72488 4.45431 0.0948
H 2.18407 -3.03715 3.76409 0.0613
C -5.07727 1.06172 -0.17848 -0.1399
O -6.22426 0.23213 -0.21467 -0.1293
H -4.12672 0.45825 -0.19626 0.0653
H -5.23070 1.72547 0.64699 0.0819
H -5.10990 1.67132 -1.01156 0.0574
H -6.32134 -0.29750 0.60658 0.0931
C -0.31802 2.78195 3.98681 -0.1944
O -1.18311 1.74349 4.26349 -0.0970
H -0.77293 3.76044 4.22986 0.1014
H -0.01819 2.83574 2.99614 0.0191
H 0.54832 2.78105 4.60128 0.0745
H -2.08030 2.09224 4.12144 0.0888
C -2.63892 1.48839 -2.90466 -0.2091
O -1.52984 0.86252 -3.33029 -0.1183
H -2.27047 2.24852 -2.26643 0.0693
H -3.23751 0.79008 -2.31289 0.0426
H -3.33399 1.91549 -3.67370 0.1070
H -0.99275 0.80300 -2.53802 0.0211
```

Output
- Energy relative to the best compared isomer or geometry (same formula, charge and spin): 14.00 kcal/mol
- LUMO energy: 0.02 eV
- Orbital gap: 8.3582 eV
- E_tot: -55224.3137 eV